# 1
The following is a DFT calculation (ωB97M-V/def2-TZVPD) of a 2-piece molecular cluster, C32H33BO3S overall in a non-equilibrium geometry.

Geometry as ORCA input:
```
! RIJCOSX wB97M-V def2-TZVPD def2/J DEFGRID3
* xyz 0 1
C 5.090 0.133 1.408
C 3.668 0.373 1.729
C 3.069 0.238 2.994
C 1.773 0.690 3.066
C 1.216 1.254 1.823
B -0.937 -3.387 2.772
C 1.331 2.834 1.802
C 1.251 3.577 2.992
C 1.090 4.976 2.951
C 0.952 5.651 1.733
C 1.161 4.919 0.559
C 1.322 3.528 0.594
O 0.179 -3.916 2.284
C 1.023 -4.192 3.446
C 1.618 -5.566 3.206
C 2.099 -3.116 3.461
C 0.007 -4.085 4.672
C -0.460 -5.456 5.147
C 0.454 -3.260 5.862
O -1.159 -3.404 4.091
S 2.500 0.739 0.547
H 5.695 0.029 2.317
H 5.166 -0.776 0.800
H 5.482 0.972 0.817
H 3.602 -0.212 3.825
H 1.194 0.716 3.985
H 1.261 3.080 3.966
H 1.066 5.552 3.879
H 0.697 6.720 1.708
H 1.207 5.456 -0.389
H 1.395 3.000 -0.351
H 2.219 -5.877 4.069
H 0.848 -6.326 3.021
H 2.281 -5.524 2.331
H 2.875 -3.364 4.202
H 2.564 -3.049 2.472
H 1.684 -2.129 3.710
H 0.398 -6.007 5.558
H -1.199 -5.349 5.948
H -0.913 -6.047 4.339
H 1.342 -3.726 6.319
H 0.687 -2.224 5.592
H -0.347 -3.246 6.610
C -4.260 -3.032 -1.766
C -3.524 -3.309 -0.609
C -2.501 -2.453 -0.172
C -2.217 -1.258 -0.880
C -1.346 -0.234 -0.326
O -1.601 1.030 -0.831
C -1.653 2.062 0.097
C -1.131 1.903 1.369
C -1.597 2.689 2.434
C -2.370 3.806 2.151
C -2.742 4.061 0.822
C -2.434 3.184 -0.202
C -0.155 0.786 1.610
C -0.442 -0.386 0.688
C -2.986 -0.990 -2.042
C -3.995 -1.856 -2.468
H -5.035 -3.728 -2.114
H -3.743 -4.199 -0.026
H -1.928 -2.673 0.745
H -1.280 2.423 3.451
H -2.641 4.458 2.972
H -3.319 4.954 0.615
H -2.780 3.323 -1.226
H -0.480 0.380 2.579
H -0.355 -1.339 1.221
H -2.799 -0.093 -2.628
H -4.582 -1.623 -3.356
*
```

Computed properties:
LUMO = -2.1 eV

Here are the natural (NBO) charges for atoms 1 to 2, given in e:
1. C -0.6561
2. C -0.1282



# 2
The following is a DFT calculation (ωB97M-V/def2-TZVPD) of C50H35BrCl3CrGeN5O3 as an isolated structure.

Geometry as ORCA input:
```
! RIJCOSX wB97M-V def2-TZVPD def2/J DEFGRID3
* xyz -1 2
Cr 0.756 0.680 -1.288
Br 7.154 0.111 -5.213
C 5.620 0.566 -4.182
C 5.538 1.843 -3.595
C 4.454 2.186 -2.845
C 3.373 1.277 -2.612
O 2.403 1.653 -1.878
C 3.476 -0.008 -3.234
C 2.469 -1.005 -3.118
N 1.360 -0.895 -2.455
C 0.441 -1.954 -2.413
C 0.593 -3.225 -2.835
C -0.491 -4.176 -2.693
C -1.712 -3.805 -2.260
C -1.971 -2.424 -1.911
C -3.216 -1.890 -1.887
C -3.416 -0.468 -1.874
C -2.378 0.379 -1.811
N -1.077 -0.090 -1.580
C -0.789 -1.580 -1.688
C 4.615 -0.335 -4.007
H 6.347 2.547 -3.740
H 4.382 3.157 -2.374
H 2.671 -1.928 -3.664
H 1.528 -3.571 -3.255
H -0.316 -5.200 -2.995
H -2.534 -4.508 -2.227
H -4.072 -2.544 -2.002
H -4.409 -0.071 -2.042
H -2.451 1.444 -1.989
H 4.679 -1.319 -4.453
O 3.608 1.919 5.021
C 2.405 2.529 4.904
O 1.937 3.125 5.836
C 1.744 2.406 3.574
C 0.953 3.540 3.110
C 0.434 3.547 1.869
C 0.582 2.415 0.993
C 1.193 1.134 1.517
C 1.897 1.306 2.825
N 0.223 2.353 -0.255
C -0.358 3.339 -0.998
C -0.452 3.103 -2.366
C -1.016 4.024 -3.300
C -1.093 3.697 -4.621
C -0.617 2.450 -5.070
C -0.078 1.606 -4.129
N 0.017 1.905 -2.833
H 3.894 1.625 4.143
H 0.844 4.386 3.774
H -0.090 4.425 1.515
H 0.359 0.458 1.759
H 2.476 0.454 3.166
H -0.640 4.292 -0.572
H -1.378 4.976 -2.934
H -1.521 4.399 -5.326
H -0.662 2.159 -6.109
H 0.310 0.633 -4.410
C -0.566 -0.758 -0.425
Ge -1.574 -1.049 1.239
C -2.954 -2.454 1.185
C -4.302 -2.219 1.438
C -5.224 -3.258 1.416
C -4.806 -4.553 1.149
C -3.460 -4.806 0.923
C -2.545 -3.766 0.950
C -2.347 0.598 1.975
C -3.449 1.227 1.391
C -3.985 2.385 1.934
C -3.431 2.938 3.079
C -2.339 2.328 3.674
C -1.806 1.169 3.126
C -0.291 -1.783 2.517
C 0.945 -2.245 2.070
C 1.861 -2.796 2.957
C 1.549 -2.890 4.305
C 0.315 -2.443 4.762
C -0.599 -1.900 3.872
H -4.643 -1.215 1.656
H -6.270 -3.057 1.614
H -5.523 -5.365 1.133
H -3.123 -5.817 0.729
H -1.495 -3.981 0.777
H -3.887 0.819 0.490
H -4.834 2.859 1.457
H -3.845 3.846 3.501
H -1.887 2.756 4.559
H -0.951 0.715 3.612
H 1.212 -2.128 1.027
H 2.822 -3.135 2.590
H 2.266 -3.306 5.001
H 0.069 -2.514 5.814
H -1.560 -1.557 4.242
Cl 4.038 2.099 0.855
C 4.105 -0.446 0.056
Cl 3.560 -2.069 -0.225
Cl 5.785 -0.227 -0.286
C 3.246 0.519 0.432
N 1.923 0.432 0.467
*
```

Computed properties:
Energy relative to the best compared isomer or geometry (same formula, charge and spin) = 0.0 kJ/mol
LUMO (alpha / beta) = 1.6 / 1.6 eV

Here are the Mulliken charges for atoms 1 to 2, given in e:
1. Cr -0.9689
2. Br -0.2471



# 3
The following is a DFT calculation (ωB97M-V/def2-TZVPD) of C22H15IrNOS8 as an isolated structure.

Geometry as ORCA input:
```
! RIJCOSX wB97M-V def2-TZVPD def2/J DEFGRID3
* xyz 0 2
Ir 1.149 -0.078 0.097
S 1.813 2.242 -0.220
C 1.455 2.506 -1.893
C 1.576 3.806 -2.420
C 1.351 4.050 -3.756
C 1.002 3.017 -4.631
C 0.886 1.737 -4.137
C 1.094 1.498 -2.776
S 0.924 -0.159 -2.183
C -0.915 -0.266 -2.212
C -1.465 -1.116 -1.111
C -2.660 -1.808 -1.211
C -3.141 -2.464 -0.090
C -2.401 -2.463 1.083
C -1.184 -1.809 1.106
C -0.245 -1.858 2.283
S 0.579 -0.253 2.487
C -0.949 0.598 2.878
C -1.423 0.375 4.172
C -2.651 0.867 4.562
C -3.403 1.601 3.645
C -2.924 1.846 2.376
C -1.673 1.353 1.957
S -1.037 1.790 0.407
N -0.768 -1.122 0.027
H 1.851 4.612 -1.752
H 1.449 5.061 -4.131
H 0.837 3.214 -5.681
H 0.636 0.913 -4.796
H -1.231 -0.619 -3.192
H -1.262 0.757 -2.060
H -3.210 -1.807 -2.141
H -4.088 -2.987 -0.133
H -2.748 -2.982 1.966
H 0.548 -2.577 2.078
H -0.756 -2.129 3.204
H -0.815 -0.188 4.872
H -3.014 0.695 5.566
H -4.373 1.991 3.931
H -3.501 2.439 1.678
O 6.698 -4.259 -0.090
C 5.729 -3.557 -0.044
S 4.069 -4.146 -0.311
C 3.301 -2.594 -0.078
C 4.068 -1.549 0.196
S 3.464 0.084 0.412
S 5.794 -1.808 0.289
S 1.564 -2.454 -0.225
*
```

Computed properties:
Energy relative to the best compared isomer or geometry (same formula, charge and spin) = 194.7 kJ/mol
LUMO (alpha / beta) = -0.4 / -1.4 eV

Here are the natural (NBO) charges for atoms 1 to 2, given in e:
1. Ir 0.3645
2. S 0.0409



# 4
The following is a DFT calculation (ωB97M-V/def2-TZVPD) of C4H12ClNO6PS2 as an isolated structure in a non-equilibrium geometry.

Geometry as ORCA input:
```
! RIJCOSX wB97M-V def2-TZVPD def2/J DEFGRID3
* xyz 1 1
C 3.851 1.277 1.694
P 2.091 1.461 2.057
O 1.444 0.825 0.728
S 1.867 -0.327 3.493
Cl 1.807 0.800 5.168
O 3.209 -1.081 3.555
N 4.033 -1.401 5.173
O 5.012 -0.912 5.143
H 4.420 1.056 2.595
H 4.175 2.232 1.280
H 4.022 0.497 0.953
H 0.577 1.213 0.536
O -1.027 -0.865 -0.703
S -1.316 -0.191 -1.942
O -1.482 1.233 -1.893
O -2.546 -0.877 -2.636
C -3.778 -1.041 -1.868
C -4.541 0.251 -1.701
C -0.110 -0.598 -3.153
H -3.528 -1.502 -0.913
H -4.344 -1.763 -2.450
H -3.998 0.963 -1.082
H -5.497 0.035 -1.225
H -4.724 0.719 -2.668
H 0.009 -1.678 -3.182
H 0.816 -0.115 -2.847
H -0.440 -0.210 -4.112
*
```

Computed properties:
Energy relative to the best compared isomer or geometry (same formula, charge and spin) = 0.0 kJ/mol
LUMO = -6.2 eV

Here are the natural (NBO) charges for atoms 1 to 2, given in e:
1. C -1.0109
2. P 1.0887



# 5
The following is a DFT calculation (ωB97M-V/def2-TZVPD) of a 2-piece molecular cluster, C5H14NO2 overall in a non-equilibrium geometry.

Geometry as ORCA input:
```
! RIJCOSX wB97M-V def2-TZVPD def2/J DEFGRID3
* xyz 1 1
C -0.499 -0.379 -0.065
O -1.554 -0.711 -1.130
C 0.509 0.665 -0.665
C 1.092 1.713 0.280
C 1.073 1.148 1.741
C 2.064 0.594 2.395
N -0.319 1.318 -1.686
H -0.075 -1.393 0.196
H -1.041 0.029 0.742
H -1.967 -1.554 -0.856
H 1.321 0.109 -1.220
H 2.100 1.974 0.036
H 0.595 2.683 0.308
H 0.117 1.298 2.197
H 2.961 0.344 1.812
H 2.068 0.427 3.482
H -1.038 0.641 -1.977
H 0.257 1.760 -2.395
H -0.871 2.022 -1.287
H -1.812 -4.187 -1.246
H -2.831 -4.592 -0.235
O -2.149 -3.910 -0.426
*
```

Computed properties:
Energy relative to the best compared isomer or geometry (same formula, charge and spin) = 242.6 kJ/mol
LUMO = -3.1 eV

Here are the natural (NBO) charges for atoms 1 to 2, given in e:
1. C -0.0931
2. O -0.7976



# 6
The following is a DFT calculation (ωB97M-V/def2-TZVPD) of C16H38ClHfNP as an isolated structure in a non-equilibrium geometry.

Geometry as ORCA input:
```
! RIJCOSX wB97M-V def2-TZVPD def2/J DEFGRID3
* xyz 3 1
C -1.963 4.161 -1.345
C -1.138 2.822 -1.548
C -1.661 2.027 -2.816
C -2.737 0.935 -2.459
C -2.290 -0.534 -2.825
C -1.517 -1.218 -1.617
C -2.539 -1.717 -0.551
C -1.888 -2.532 0.630
C -1.831 -1.668 1.971
C -0.528 -0.723 1.826
C -0.498 0.560 2.790
C 0.888 1.288 2.593
C 1.178 1.786 1.117
C 2.636 1.451 0.572
P 2.757 -0.141 -0.516
Cl 4.620 0.485 -1.425
C 3.743 -1.180 0.814
N 2.931 -2.328 1.123
C 3.206 -3.474 0.207
H -2.051 4.633 -2.351
H -1.408 4.882 -0.696
H -2.968 3.976 -0.906
H -1.170 2.212 -0.611
H -0.087 3.158 -1.733
H -0.806 1.575 -3.363
H -2.168 2.793 -3.449
H -3.088 1.031 -1.405
H -3.633 1.134 -3.099
H -3.199 -1.140 -3.027
H -1.594 -0.481 -3.687
H -0.855 -2.027 -2.015
H -0.817 -0.421 -1.238
H -3.250 -2.400 -1.075
H -3.121 -0.874 -0.105
H -2.355 -3.520 0.832
H -0.814 -2.748 0.393
H -2.817 -1.094 2.126
H -1.650 -2.402 2.869
H -0.536 -0.348 0.780
H 0.383 -1.344 1.979
H -0.489 0.156 3.886
H -1.391 1.218 2.718
H 0.876 2.188 3.254
H 1.752 0.674 2.948
H 0.408 1.500 0.370
H 1.169 2.906 1.156
H 2.874 2.297 -0.121
H 3.383 1.499 1.393
H 2.822 -1.284 -1.418
H 2.053 0.568 -1.569
H 1.481 -0.647 -0.063
H 4.742 -1.522 0.429
H 3.927 -0.656 1.775
H 3.064 -2.587 2.101
H 3.712 -4.285 0.783
H 2.222 -3.899 -0.118
H 3.811 -3.115 -0.651
Hf -1.780 -1.606 4.367
*
```

Computed properties:
Energy relative to the best compared isomer or geometry (same formula, charge and spin) = 321.8 kJ/mol
LUMO = -12.8 eV

Here are the natural (NBO) charges for atoms 1 to 2, given in e:
1. C -0.6155
2. C -0.3937



# 7
The following is a DFT calculation (ωB97M-V/def2-TZVPD) of one molecule with the formula C2H4ClFN2 in a non-equilibrium geometry.

Geometry as ORCA input:
```
! RIJCOSX wB97M-V def2-TZVPD def2/J DEFGRID3
* xyz 0 1
C 0.887 -0.425 -0.024
C 0.208 0.208 -1.236
H -1.389 0.394 0.918
H -0.966 -0.166 2.520
H 1.870 -0.917 -0.199
H 0.770 -0.019 -2.191
N -0.758 -0.082 1.537
N 0.384 -0.590 1.145
F -1.076 -0.351 -1.502
Cl 0.072 1.948 -0.967
*
```

Computed properties:
Energy relative to the best compared isomer or geometry (same formula, charge and spin) = 133.9 kJ/mol
SMILES string = N/N=C\[C@@H](F)Cl
LUMO = 0.9 eV

Here are the natural (NBO) charges for atoms 1 to 2, given in e:
1. C -0.1136
2. C 0.1198



# 8
The following is a DFT calculation (ωB97M-V/def2-TZVPD) of a 8-piece molecular cluster, C38H69ClN12O2 overall in a non-equilibrium geometry.

Geometry as ORCA input:
```
! RIJCOSX wB97M-V def2-TZVPD def2/J DEFGRID3
* xyz 4 1
C 2.268 2.827 3.044
C 0.735 2.915 3.182
N 0.228 1.912 4.137
C 0.596 1.826 5.535
C -0.105 0.771 6.031
N -1.079 0.331 5.095
C -0.813 0.981 3.949
C -2.142 -0.651 5.351
H 2.534 3.616 2.340
H 2.517 1.952 2.443
H 2.769 2.830 4.012
H 0.225 2.733 2.236
H 0.345 3.880 3.504
H 1.355 2.418 6.024
H -0.134 0.378 7.037
H -1.365 0.856 3.029
H -1.708 -1.630 5.551
H -2.847 -0.574 4.523
H -2.695 -0.249 6.200
C 2.496 -0.742 4.270
C 2.521 -0.881 2.798
N 2.161 -2.311 2.484
C 0.903 -2.811 2.130
C 0.984 -4.211 1.759
N 2.350 -4.530 2.047
C 3.020 -3.357 2.365
C 2.898 -5.800 1.879
H 3.200 -1.378 4.807
H 1.485 -1.007 4.579
H 2.716 0.272 4.605
H 3.555 -0.729 2.487
H 1.748 -0.264 2.340
H 0.027 -2.188 2.236
H 0.213 -4.949 1.594
H 4.086 -3.264 2.510
H 3.514 -6.002 2.756
H 3.448 -5.796 0.938
H 2.082 -6.522 1.850
C 0.973 0.819 -2.642
C 1.025 -0.169 -3.831
N 2.012 0.243 -4.887
C 3.369 0.543 -4.737
C 3.835 0.848 -5.975
N 2.704 0.936 -6.849
C 1.607 0.581 -6.158
C 2.681 1.138 -8.286
H 0.119 0.410 -2.102
H 0.775 1.855 -2.919
H 1.837 0.874 -1.981
H 0.074 -0.208 -4.363
H 1.306 -1.185 -3.551
H 3.885 0.277 -3.826
H 4.853 1.042 -6.280
H 0.583 0.489 -6.489
H 1.694 0.999 -8.728
H 3.282 0.350 -8.741
H 3.121 2.100 -8.549
C -7.451 0.099 1.821
C -6.841 0.799 0.572
N -5.568 1.481 0.829
C -4.320 1.165 0.219
C -3.368 2.055 0.816
N -3.989 2.922 1.683
C -5.297 2.489 1.725
C -3.445 4.009 2.533
H -7.441 0.769 2.680
H -6.962 -0.776 2.250
H -8.481 -0.144 1.560
H -7.497 1.631 0.314
H -6.731 0.245 -0.360
H -4.255 0.286 -0.404
H -2.317 2.126 0.579
H -6.088 3.035 2.220
H -3.858 3.999 3.542
H -3.550 4.974 2.038
H -2.369 3.893 2.667
C 3.676 5.594 -1.283
C 3.168 4.642 -0.182
N 3.442 3.209 -0.355
C 2.655 2.066 -0.050
C 3.397 0.915 -0.007
N 4.671 1.344 -0.309
C 4.719 2.670 -0.510
C 5.858 0.490 -0.246
H 3.036 5.582 -2.165
H 4.737 5.506 -1.519
H 3.556 6.612 -0.913
H 2.102 4.651 0.043
H 3.650 4.918 0.756
H 1.587 2.167 0.081
H 3.238 -0.090 0.357
H 5.665 3.189 -0.546
H 6.639 1.036 0.284
H 6.205 0.027 -1.169
H 5.593 -0.496 0.134
C -3.806 -2.912 -5.471
C -3.112 -1.747 -4.716
N -2.363 -2.303 -3.565
C -2.143 -1.719 -2.337
C -1.165 -2.368 -1.651
N -0.954 -3.524 -2.387
C -1.559 -3.398 -3.626
C -0.126 -4.593 -1.909
H -4.496 -2.401 -6.144
H -4.334 -3.671 -4.894
H -3.225 -3.521 -6.164
H -3.874 -1.087 -4.303
H -2.457 -1.095 -5.295
H -2.678 -0.817 -2.078
H -0.878 -2.206 -0.622
H -1.445 -4.059 -4.471
H 0.704 -4.202 -1.320
H 0.286 -5.158 -2.746
H -0.635 -5.219 -1.176
C -3.605 -1.800 1.315
C -2.905 -2.859 2.247
O -3.356 -3.002 3.402
O -2.054 -3.573 1.700
H -4.049 -1.072 1.994
H -4.172 -2.245 0.498
H -2.884 -1.295 0.672
Cl -0.306 0.165 0.604
*
```

Computed properties:
Energy relative to the best compared isomer or geometry (same formula, charge and spin) = 0.0 kJ/mol
LUMO = -8.4 eV

Here are the Mulliken charges for atoms 1 to 2, given in e:
1. C -0.5459
2. C -0.3856



# 9
The following is a DFT calculation (ωB97M-V/def2-TZVPD) of a 2-piece molecular cluster, C4H12 overall in a non-equilibrium geometry.

Geometry as ORCA input:
```
! RIJCOSX wB97M-V def2-TZVPD def2/J DEFGRID3
* xyz 0 1
C 1.950 1.355 -0.049
C 2.855 0.126 -0.135
H 2.421 2.229 -0.525
H 1.024 1.044 -0.451
H 1.807 1.753 1.017
H 2.936 -0.220 -1.161
H 2.300 -0.737 0.306
H 3.737 0.220 0.478
C -1.653 -0.433 0.076
C -3.133 -0.994 0.067
H -1.752 0.586 -0.256
H -1.351 -0.425 1.099
H -0.936 -1.131 -0.404
H -3.112 -2.115 0.219
H -3.530 -0.969 -0.953
H -3.654 -0.558 0.874
*
```

Computed properties:
Energy relative to the best compared isomer or geometry (same formula, charge and spin) = 66.3 kJ/mol
SMILES string = CC.CC
LUMO = 1.1 eV

Here are the natural (NBO) charges for atoms 1 to 2, given in e:
1. C -0.6051
2. C -0.6108